Below is a 2-piece molecular cluster, C2H9N4O overall at a distorted geometry, with properties calculated with wB97M-V/def2-TZVPD.

Last column: natural (NBO) charge in e.
CARTESIAN COORDINATES (ANGSTROEM)
C  -0.05254  0.80615  0.28976  0.38
C  1.46778  0.21131  -1.61161  -0.45
N  -1.89562  -0.10588  1.26559  -0.19
N  0.41876  1.88967  0.88128  -0.78
N  0.50932  -0.02615  -0.54058  -0.12
N  -1.60150  -1.31048  1.65514  -0.47
O  -0.13409  -1.18790  -0.87587  -0.57
H  2.33972  -0.55492  -1.49689  0.23
H  0.74119  0.04991  -2.51662  0.23
H  1.89369  1.15047  -1.49991  0.22
H  -0.16312  2.58096  1.45379  0.45
H  1.36630  2.20060  0.75648  0.39
H  -1.38261  -1.68396  2.61368  0.42
H  -1.71365  -2.06103  0.97855  0.38
H  0.32444  -1.63095  -1.64843  0.51
H  -2.11807  -0.32782  0.29565  0.36

Atoms 1-2, force components in eV/Å:
-2.3 -1.3 1.4
-0.3 -2.8 -0.5

Computed properties:
- orbital gap (spin up / spin down) (Ha) = 0.3069 / 0.3068
- total charge = +1
- highest occupied orbital energy (spin up / spin down) (eV) = -12.62 / -12.62
- LUMO level (spin up / spin down) (eV) = -4.27 / -4.27

Below is one molecule with the formula C24H34N2O3, with properties calculated with wB97M-V/def2-TZVPD.

Last column: natural (NBO) charge in e.
CARTESIAN COORDINATES (ANGSTROEM)
C  -1.31413  3.90349  1.57885  -0.65
C  -0.54499  3.84366  2.89545  -0.06
O  0.81886  4.17018  2.74075  -0.49
C  1.67332  3.26341  2.19017  0.26
C  1.39105  1.93206  1.93369  -0.25
C  2.35828  1.07689  1.41506  -0.05
C  2.05412  -0.37483  1.15025  -0.23
N  2.21386  -0.65972  -0.26767  -0.44
C  2.34666  -2.05778  -0.61040  -0.21
C  1.00795  -2.80135  -0.59856  -0.24
N  0.09009  -2.16007  -1.52461  -0.46
C  -1.05751  -2.98369  -1.83461  -0.19
C  -2.08348  -3.19651  -0.69551  -0.45
C  -3.22788  -4.01902  -1.20010  -0.02
C  -3.18028  -5.40696  -1.15086  -0.16
C  -4.21718  -6.16792  -1.65930  -0.22
C  -5.31768  -5.55067  -2.22916  -0.22
C  -5.37445  -4.16868  -2.28616  -0.20
C  -4.33616  -3.41021  -1.77674  -0.21
C  -0.15929  -0.78312  -1.09520  -0.07
C  -1.14728  -0.04215  -2.00232  -0.43
C  -1.62774  1.29224  -1.42329  -0.06
O  -0.65886  2.31116  -1.37744  -0.72
C  1.20020  -0.05042  -1.10003  -0.24
C  3.61403  1.57666  1.12749  -0.21
C  3.91492  2.90867  1.36779  -0.29
C  2.96397  3.75993  1.90302  0.26
O  3.16170  5.08014  2.18955  -0.48
C  4.42868  5.63069  1.94096  -0.25
H  -1.27308  4.91244  1.17705  0.21
H  -0.88076  3.23158  0.84255  0.23
H  -2.35372  3.63283  1.74575  0.21
H  -0.92662  4.60265  3.58509  0.19
H  -0.66090  2.86221  3.37344  0.16
H  0.40915  1.53513  2.14013  0.21
H  1.05092  -0.61906  1.53535  0.17
H  2.77793  -0.99396  1.68980  0.21
H  3.04902  -2.53656  0.07545  0.20
H  2.75897  -2.10461  -1.62330  0.20
H  1.16367  -3.83301  -0.92193  0.20
H  0.61178  -2.81927  0.43276  0.16
H  -0.67353  -3.96141  -2.14062  0.20
H  -1.56911  -2.56053  -2.70215  0.20
H  -2.44504  -2.22691  -0.34813  0.21
H  -1.59293  -3.70416  0.13694  0.21
H  -2.32416  -5.89374  -0.70495  0.20
H  -4.16746  -7.24608  -1.61023  0.21
H  -6.12853  -6.14394  -2.62523  0.21
H  -6.23103  -3.68022  -2.72785  0.21
H  -4.38849  -2.33079  -1.82057  0.20
H  -0.56636  -0.76849  -0.06535  0.16
H  -0.68579  0.12017  -2.97954  0.20
H  -2.04116  -0.64646  -2.15125  0.21
H  -2.49557  1.63434  -2.00779  0.16
H  -1.95116  1.15544  -0.38789  0.18
H  -0.31629  2.45608  -2.26628  0.47
H  1.06679  0.98020  -0.77242  0.24
H  1.57939  -0.05498  -2.12722  0.19
H  4.36115  0.92322  0.70571  0.22
H  4.90308  3.27161  1.13366  0.22
H  4.36198  6.67300  2.24969  0.20
H  5.20935  5.13097  2.52516  0.17
H  4.68899  5.58572  0.87760  0.17

Atoms 1-2, force components in eV/Å:
0.4 0.0 0.3
-0.5 -0.1 0.0

Computed properties:
- orbital gap (Ha) = 0.3067
- SMILES = CCOc1cc(CN2CCN(CCc3ccccc3)[C@H](CCO)C2)ccc1OC
- highest occupied orbital energy (eV) = -7.63
- LUMO level (eV) = 0.72

Below is a 5-piece molecular cluster, C20H43F3N5O7 overall at a distorted geometry, with properties calculated with wB97M-V/def2-TZVPD.

Last column: Löwdin charge in e.
CARTESIAN COORDINATES (ANGSTROEM)
O  4.67810  -2.17058  -0.39395  -0.12
C  4.24535  -2.65987  -1.73444  -0.22
C  4.23336  -1.40007  -2.77917  -0.14
C  3.29423  -1.58728  -4.10355  -0.10
N  1.86291  -1.03148  -3.93931  -0.12
C  1.10532  -1.83132  -2.91325  -0.11
O  -0.37617  -1.81091  -3.08448  -0.01
C  -1.08108  -2.20166  -1.86092  -0.23
F  -0.80029  -1.37538  -0.66439  0.06
F  -2.54872  -1.97914  -2.15497  0.03
F  -0.99132  -3.66918  -1.54934  0.05
C  1.94268  0.43787  -3.80230  -0.07
C  0.97839  0.98986  -2.41174  -0.12
C  1.82699  0.94428  -0.89760  0.01
O  1.46236  2.31415  -1.73344  -0.18
H  5.56646  -1.71496  -0.50865  0.11
H  5.03523  -3.46444  -2.06219  0.14
H  3.19723  -3.18672  -1.61219  0.12
H  5.35296  -1.27142  -3.17288  0.15
H  4.01738  -0.42120  -2.15080  0.11
H  3.25776  -2.72469  -4.43505  0.17
H  3.76702  -0.91767  -4.97153  0.17
H  1.40152  -1.24975  -4.87473  0.21
H  1.38873  -2.97227  -3.14020  0.18
H  1.45525  -1.67001  -1.80194  0.17
H  2.99258  0.92724  -3.66789  0.15
H  1.41043  0.98076  -4.69770  0.16
H  -0.24280  0.69936  -2.40058  0.18
H  2.98717  1.09167  -0.88694  0.12
H  1.13217  0.78076  0.04227  0.09
C  -0.80458  2.75737  1.26056  0.00
C  0.32908  2.61390  2.23750  -0.53
O  1.23312  1.79726  2.07285  -0.01
N  0.33835  3.42321  3.33462  0.02
C  -0.62027  4.43646  3.70698  -0.08
H  -0.67172  2.04534  0.44084  0.06
H  -1.75518  2.54081  1.75516  0.09
H  -0.81338  3.76739  0.84241  0.09
H  1.13321  3.26597  3.94346  0.15
H  -0.09269  5.39047  3.78159  0.08
H  -1.02664  4.17401  4.68681  0.06
H  -1.43389  4.52511  2.98660  0.08
C  -1.89952  -6.03249  2.80511  -0.01
C  -1.70670  -7.39406  2.19756  -0.55
O  -1.82908  -8.42547  2.85522  0.03
N  -1.38647  -7.46793  0.87441  0.00
C  -1.19891  -6.38560  -0.06242  -0.10
H  -2.15025  -6.13824  3.86461  0.09
H  -0.97640  -5.45230  2.72515  0.08
H  -2.72150  -5.51245  2.30613  0.08
H  -1.27357  -8.41820  0.54056  0.14
H  -1.91496  -6.51555  -0.87755  0.08
H  -0.18429  -6.45596  -0.46201  0.08
H  -1.34292  -5.40730  0.39689  0.06
C  -4.00308  0.13170  -7.44207  -0.01
C  -2.87259  -0.08190  -6.47432  -0.55
O  -1.69527  -0.03087  -6.82449  0.00
N  -3.18167  -0.33909  -5.17161  0.00
C  -4.48794  -0.43951  -4.56510  -0.08
H  -3.59754  0.32578  -8.43929  0.09
H  -4.62799  -0.76394  -7.49192  0.09
H  -4.59884  0.99621  -7.13748  0.09
H  -2.36678  -0.47099  -4.58359  0.11
H  -4.55190  0.31045  -3.77295  0.09
H  -4.58075  -1.43514  -4.12443  0.08
H  -5.29367  -0.28170  -5.28252  0.08
C  -0.51112  5.25796  8.92524  -0.01
C  -0.14785  5.49206  7.48531  -0.52
O  -0.73856  4.93231  6.56387  0.00
N  0.87117  6.35548  7.21175  0.00
C  1.68205  7.10559  8.14130  -0.08
H  -1.34008  4.54641  8.98103  0.09
H  0.34220  4.83660  9.46327  0.09
H  -0.82925  6.19555  9.38868  0.09
H  1.05484  6.45941  6.22045  0.14
H  1.56371  8.16767  7.91320  0.09
H  2.72546  6.81996  7.98711  0.09
H  1.40339  6.92236  9.17936  0.08

Atoms 1-2, force components in eV/Å:
0.4 0.2 -2.2
0.7 0.0 0.3

Computed properties:
- orbital gap (Ha) = 0.2954
- total charge = +1
- highest occupied orbital energy (eV) = -10.95
- LUMO level (eV) = -2.91

Below is a 2-piece molecular cluster, H12Si5 overall at a distorted geometry, with properties calculated with wB97M-V/def2-TZVPD.

Last column: natural (NBO) charge in e.
CARTESIAN COORDINATES (ANGSTROEM)
Si  -3.06968  0.19673  0.13576  0.34
Si  0.55109  -2.12010  0.53234  0.46
Si  2.76925  1.32998  -0.40173  0.49
Si  -1.06456  1.40444  -0.07526  0.23
Si  0.87717  0.19863  0.56841  -0.01
H  -2.91200  -0.52892  1.48006  -0.14
H  -4.50751  0.63511  0.18237  -0.10
H  -2.73140  -0.87154  -0.98041  -0.08
H  1.81131  -2.71868  0.13655  -0.14
H  0.01475  -2.43293  1.98972  -0.11
H  -0.26890  -2.62049  -0.53711  -0.13
H  3.24913  0.72709  -1.63978  -0.12
H  2.33146  2.74056  -0.50882  -0.13
H  4.04615  1.31606  0.30516  -0.13
H  -1.05911  2.37723  -1.27711  -0.10
H  -0.48305  0.02069  -1.92610  -0.22
H  0.44589  0.34616  2.01595  -0.13

Atoms 1-2, force components in eV/Å:
0.4 -2.0 0.0
-0.3 0.4 1.2

Computed properties:
- orbital gap (spin up / spin down) (Ha) = 0.2592 / 0.2591
- highest occupied orbital energy (spin up / spin down) (eV) = -8.18 / -8.17
- LUMO level (spin up / spin down) (eV) = -1.12 / -1.12

Below is one molecule with the formula CH2N2O2S at a distorted geometry, with properties calculated with wB97M-V/def2-TZVPD.

Last column: natural (NBO) charge in e.
CARTESIAN COORDINATES (ANGSTROEM)
C  -1.29558  0.89408  0.06174  -0.02
N  -1.12870  1.99736  0.28690  -0.27
N  1.02536  -0.09459  -0.13868  -0.55
O  -0.76127  -1.19359  1.36567  -0.83
O  0.16537  -0.68616  -1.06894  -0.53
S  -1.24108  -0.91912  -0.03433  1.47
H  1.42572  0.76682  -0.55934  0.37
H  1.81018  -0.76481  0.08697  0.37

Atoms 1-2, force components in eV/Å:
-0.7 -1.8 -0.1
-0.1 1.4 0.1

Computed properties:
- orbital gap (Ha) = 0.3819
- highest occupied orbital energy (eV) = -10.60
- LUMO level (eV) = -0.21

Below is C4H7BrNO5S as an isolated structure at a distorted geometry, with properties calculated with wB97M-V/def2-TZVPD.

Last column: natural (NBO) charge in e.
CARTESIAN COORDINATES (ANGSTROEM)
C  -1.19980  1.01431  2.40578  0.81
C  0.26972  0.56817  2.01818  -0.60
C  0.37975  -0.67447  1.08754  -0.33
C  0.13335  0.07244  -0.76928  0.01
N  -0.98407  0.65819  -0.79707  -0.94
O  -2.12219  0.85462  1.53407  -0.70
O  -0.71198  -1.86803  -2.32909  -0.95
O  -1.37329  1.45697  3.51499  -0.64
O  1.72899  -1.95292  -2.14106  -0.94
O  0.52686  -0.19978  -3.55715  -0.90
S  0.47970  -1.13335  -2.13454  2.22
Br  1.93342  1.13169  -1.09310  -0.32
H  0.67105  0.18231  3.02325  0.23
H  1.20036  1.19128  1.80105  0.27
H  -0.44963  -1.25225  1.04790  0.18
H  1.36479  -1.31106  1.33614  0.22
H  1.40965  -0.03544  -3.80222  0.49
H  -1.75029  0.55468  0.58533  0.51
H  -1.50638  0.74264  -1.73074  0.38

Atoms 1-2, force components in eV/Å:
2.9 0.6 0.0
1.7 -2.2 1.3

Computed properties:
- orbital gap (Ha) = 0.3057
- total charge = -1
- highest occupied orbital energy (eV) = -5.14
- LUMO level (eV) = 3.18

Below is a 2-piece molecular cluster, C5H11N3OS2 overall, with properties calculated with wB97M-V/def2-TZVPD.

Last column: natural (NBO) charge in e.
CARTESIAN COORDINATES (ANGSTROEM)
C  -0.75198  -0.33253  -0.29161  -0.12
C  2.94349  0.96749  0.07605  0.76
C  -2.15023  -0.87860  1.51680  -0.39
C  -3.08692  0.52008  -0.22223  -0.44
C  1.92203  -1.08494  0.37001  0.06
N  2.85690  1.96959  -0.82804  -0.82
N  2.40612  -0.22738  -0.43117  -0.60
N  -1.93060  -0.21800  0.24773  -0.42
O  3.47762  1.07266  1.15505  -0.63
S  -0.46496  0.47268  -1.78908  -0.04
S  1.47142  -2.66047  -0.17480  0.08
H  -3.03558  -1.51481  1.46092  0.19
H  -1.28224  -1.48749  1.75961  0.23
H  -2.30171  -0.13691  2.30521  0.20
H  -2.84650  1.04770  -1.14244  0.22
H  -3.91703  -0.16432  -0.41051  0.21
H  -3.39389  1.24418  0.53582  0.21
H  1.78306  -0.93770  1.43908  0.21
H  2.41438  1.82858  -1.71798  0.40
H  3.25756  2.86332  -0.60400  0.40
H  0.82843  0.11512  -1.80473  0.16
H  1.80061  -2.45827  -1.44970  0.14

Atoms 1-2, force components in eV/Å:
0.4 0.3 0.1
-0.1 -0.1 0.0

Computed properties:
- orbital gap (Ha) = 0.3167
- highest occupied orbital energy (eV) = -8.03
- LUMO level (eV) = 0.59

Below is C36H37HfN3O4P2S2 as an isolated structure at a distorted geometry, with properties calculated with wB97M-V/def2-TZVPD.

Last column: Mulliken spin population.
CARTESIAN COORDINATES (ANGSTROEM)
Hf  -0.65269  -0.49152  0.59032  -0.26
O  -1.71125  -0.83697  3.02837  0.02
N  -0.32446  -0.61014  2.65739  0.28
C  0.51558  -0.83590  3.69228  0.22
C  1.89410  -0.66433  3.63500  0.00
C  2.59770  -0.81793  4.88581  -0.01
C  3.92260  -0.57122  5.03419  0.00
C  4.70460  -0.15056  3.92620  0.14
C  4.08565  -0.06550  2.70770  -0.08
C  2.71425  -0.33911  2.49048  0.12
P  2.15654  -0.40310  0.78199  0.03
C  2.97065  -1.85903  0.00507  0.02
C  2.48343  -2.32935  -1.21327  0.00
C  3.07321  -3.41391  -1.84203  0.00
C  4.14819  -4.06284  -1.24703  0.00
C  4.62138  -3.62019  -0.02186  0.00
C  4.03548  -2.52441  0.60193  -0.01
C  3.10919  0.96916  0.00061  -0.02
C  3.79970  0.81436  -1.19810  0.00
C  4.51448  1.87180  -1.75177  0.00
C  4.54680  3.10152  -1.11396  0.00
C  3.85057  3.27155  0.07749  0.00
C  3.13999  2.21679  0.62606  0.03
H  -1.74683  -0.50219  3.93642  0.00
H  0.06350  -1.17698  4.61822  0.03
H  2.01117  -1.12209  5.74671  0.00
H  4.38032  -0.69157  6.01001  0.00
H  5.75645  0.07792  4.03229  0.01
H  4.68673  0.22094  1.85062  0.01
H  1.61474  -1.85662  -1.65453  0.01
H  2.67297  -3.76803  -2.78401  0.00
H  4.59954  -4.92186  -1.72878  0.00
H  5.44392  -4.13216  0.46288  0.00
H  4.39998  -2.20962  1.57012  0.00
H  3.79945  -0.14256  -1.70311  0.00
H  5.05289  1.72293  -2.68007  0.00
H  5.11063  3.92373  -1.53831  0.00
H  3.86543  4.22779  0.58611  0.00
H  2.61823  2.35028  1.56544  -0.01
C  1.71719  4.57869  -2.84483  0.00
C  1.30406  3.15321  -2.57777  0.00
O  -0.13139  3.12400  -2.43877  0.00
P  -0.79513  2.06860  -1.43412  -0.01
S  -0.42790  0.18779  -2.02456  0.00
S  -0.33036  2.38807  0.46303  0.02
O  -2.33308  2.46328  -1.64918  0.00
C  -2.87998  2.43801  -2.98161  0.00
C  -4.30209  1.94115  -2.90848  0.00
H  2.79193  4.62735  -3.02293  0.00
H  1.48178  5.20966  -1.98712  0.00
H  1.20013  4.97481  -3.72040  0.00
H  1.76741  2.77194  -1.66702  0.00
H  1.57248  2.48809  -3.40062  0.00
H  -2.27181  1.79255  -3.61880  0.00
H  -2.82503  3.45496  -3.37388  0.00
H  -4.33123  0.90948  -2.56027  0.00
H  -4.76421  1.98005  -3.89702  0.00
H  -4.89376  2.55406  -2.22699  0.00
C  -0.54099  -2.47894  0.24318  0.34
C  -1.53139  -3.33455  -0.29938  0.02
C  -2.67555  -3.78074  0.43082  0.04
C  -3.70827  -4.47988  -0.16313  -0.01
C  -3.69760  -4.79097  -1.52386  0.04
C  -2.57646  -4.40184  -2.26062  -0.02
C  -1.52038  -3.73256  -1.67406  0.06
H  -2.72958  -3.52759  1.48513  0.01
H  -4.55427  -4.77770  0.45031  0.00
H  -4.51314  -5.33285  -1.98524  0.00
H  -2.52027  -4.64256  -3.31853  0.00
H  -0.65885  -3.45503  -2.27212  0.00
N  -4.58220  3.24925  2.35674  0.00
C  -5.41737  2.24228  1.98035  0.00
O  -6.59675  2.21652  2.27302  0.00
C  -4.78719  1.13606  1.18070  0.00
C  -5.60639  0.25273  0.48199  0.00
C  -5.03025  -0.72787  -0.29866  0.00
C  -3.64389  -0.79099  -0.36662  0.00
N  -2.85985  0.03299  0.33071  -0.01
C  -3.42095  0.96495  1.11021  0.01
H  -5.01842  4.04638  2.78895  0.00
H  -3.71384  3.40184  1.87187  0.00
H  -6.67994  0.35806  0.56966  0.00
H  -5.61903  -1.44746  -0.84864  0.00
H  -3.14499  -1.53134  -0.98312  0.00
H  -2.72601  1.57703  1.66876  0.01

Atoms 1-2, force components in eV/Å:
1.6 -1.5 -1.2
0.5 0.0 0.1

Computed properties:
- orbital gap (spin up / spin down) (Ha) = 0.1673 / 0.1614
- total charge = -1
- spin multiplicity = 2
- ⟨S²⟩ = 0.82
- highest occupied orbital energy (spin up / spin down) (eV) = -2.37 / -2.23
- LUMO level (spin up / spin down) (eV) = 2.18 / 2.16